[1]
A single C5H7N molecule in a non-equilibrium geometry, computed with wB97M-V/def2-TZVPD.

XYZ file:
```
13
Properties=species:S:1:pos:R:3:forces:R:3
C 0.1865 2.0969 -0.2291 -0.4327 -0.9345 0.0132
C -1.1764 1.5055 0.2817 0.2985 0.5085 -1.4037
C -0.1098 -0.5510 -1.1854 1.5809 -0.4100 0.3208
C 0.2699 -0.6948 0.2603 1.0543 0.7045 -0.3154
C -0.1182 0.7100 -0.4021 -0.9363 0.2540 1.7537
N 1.6452 -0.9708 0.6585 -2.2448 2.1755 2.4802
H -1.3485 1.4849 1.3424 0.3662 -0.3757 0.5043
H -2.1000 1.8037 -0.2139 0.2592 0.2748 -0.2918
H 0.6320 -0.7392 -1.9870 -0.4377 0.3385 0.7210
H -1.0728 -0.9434 -1.3312 -1.1400 -0.3238 -0.7675
H -0.6221 -0.9153 0.8788 1.1255 -0.2521 0.0704
H 2.0204 -1.7390 0.2267 0.9561 -2.2212 -1.2981
H 1.7936 -1.0474 1.7004 -0.4493 0.2615 -1.7869
```
Positions in Å, forces in eV/Å.

Computed properties:
Strongest force on any atom in eV/Å: 4.0
2S+1: 1
Lowest unoccupied orbital energy in eV: -0.09
ΔE to the lowest compared entry with this formula, charge and spin in kcal/mol: 141.6
Total charge: 0
HOMO-LUMO gap in eV: 8.30

[2]
A molecular structure, C4H10N2O2S in a non-equilibrium geometry, computed with wB97M-V/def2-TZVPD.

XYZ file:
```
19
Properties=species:S:1:pos:R:3:forces:R:3
C 0.8453 0.2466 -0.7918 1.8574 -1.7186 3.3351
C 0.5264 1.2820 0.3698 1.5347 -1.0454 1.4574
C 1.9942 -0.7844 -0.1802 -5.2579 -0.7386 -0.5552
C -1.7853 -1.4682 0.8523 2.6599 2.9489 0.7550
N -0.7514 0.9735 0.9738 -0.1341 -0.5509 -1.6350
N -0.4104 -0.3712 -1.2253 0.6716 1.1634 0.3038
O -2.8154 0.3355 -0.6044 1.1997 1.0328 -0.2118
O 0.5674 2.5541 -0.2022 -0.4001 0.5829 0.6547
S -1.4952 0.0759 -0.0341 -4.4615 -1.4296 0.2416
H 1.4104 0.7522 -1.5157 0.0171 0.7572 -1.5394
H 1.2582 1.1620 1.3021 -0.8605 0.4235 -2.2011
H 1.6916 -1.1628 0.8215 0.3683 0.3918 -0.6139
H 2.7539 -0.1201 -0.1721 3.1018 1.4298 0.4170
H 2.0915 -1.6213 -0.8623 0.3868 -0.0102 -0.0972
H -0.7623 -1.7173 0.5873 0.4248 -1.3537 1.5517
H -1.9898 -1.0291 1.8508 0.4456 -1.0440 -0.3437
H -2.4230 -2.2092 0.5215 -1.6776 -0.9020 -1.0609
H -0.7349 0.0197 -2.1065 -0.1643 -0.0801 0.0578
H 0.0289 3.0818 0.4156 0.2883 0.1428 -0.5157
```
Positions in Å, forces in eV/Å.

Computed properties:
Strongest force on any atom in eV/Å: 5.3
2S+1: 1
Lowest unoccupied orbital energy in eV: 0.82
ΔE to the lowest compared entry with this formula, charge and spin in kcal/mol: 55.8
Total charge: 0
HOMO-LUMO gap in eV: 10.69

[3]
A single C3H4N2O molecule in a non-equilibrium geometry, computed with wB97M-V/def2-TZVPD.

XYZ file:
```
10
Properties=species:S:1:pos:R:3:forces:R:3
C -2.2580 0.5142 0.1717 1.9241 2.0125 0.4720
N -1.0322 0.6143 0.5789 -2.5038 0.5469 -1.0822
O -0.4700 -0.6206 0.6995 1.3370 -0.8450 -0.0270
C 0.9559 -0.4589 0.6378 -0.1840 -0.9725 0.4457
C 1.4474 -0.0807 -0.7043 0.6652 0.2517 -2.2984
N 1.8545 0.1319 -1.7796 -0.9155 -0.3764 2.4660
H -2.7444 -0.4072 -0.0288 -0.2679 -0.8279 -0.1355
H -2.7492 1.4791 -0.0403 0.1744 -0.6807 0.3964
H 1.3713 -1.4791 0.8775 -0.3338 1.1761 -0.0929
H 1.2552 0.3015 1.3698 0.1043 -0.2847 -0.1441
```
Positions in Å, forces in eV/Å.

Computed properties:
Strongest force on any atom in eV/Å: 2.8
2S+1: 1
Lowest unoccupied orbital energy in eV: 0.90
ΔE to the lowest compared entry with this formula, charge and spin in kcal/mol: 75.6
Total charge: 0
Structure (SMILES): C=NOCC#N
HOMO-LUMO gap in eV: 11.34

[4]
A molecular structure, C29H24ClFOsP in a non-equilibrium geometry, computed with wB97M-V/def2-TZVPD.

XYZ file:
```
57
Properties=species:S:1:pos:R:3:forces:R:3
C 0.6323 -0.9561 4.1787 0.5929 0.1823 0.4322
C 1.3466 -0.0978 3.2978 1.0685 0.7912 0.7207
C 0.6366 1.1511 3.2308 1.2993 0.4572 0.3615
H 2.2341 -0.3457 2.7426 0.1161 -0.0504 -0.0142
C -0.4709 1.0709 4.1127 -0.1671 0.1320 1.1573
C -0.5187 -0.2394 4.6525 0.5472 1.0494 1.9374
H -1.2792 -0.6277 5.3075 -0.0106 0.0145 0.0248
H 0.8742 -1.9781 4.4111 0.1317 0.0301 -0.0358
H 0.9056 1.9992 2.6253 0.0559 0.0861 -0.0646
H -1.2386 1.8173 4.2194 -0.0295 0.0967 0.0825
Os -0.6055 -0.4496 2.5081 -4.9357 -3.8166 -4.1992
Cl -2.5531 0.3648 1.6481 0.6530 0.1894 0.0286
P 0.2905 0.8270 -0.9899 0.3553 0.0688 -0.6086
C 0.5895 2.6155 -1.3003 -0.1008 -0.0619 0.3039
C 1.7048 3.1157 -1.9685 -0.0051 -0.1160 0.0396
H 2.4600 2.4359 -2.3369 0.0663 -0.0169 -0.0249
C 1.8520 4.4817 -2.1662 -0.0219 0.0236 -0.0259
H 2.7247 4.8564 -2.6849 -0.0022 -0.0096 -0.0034
C 0.8844 5.3639 -1.7076 -0.0085 -0.0618 0.0116
H 1.0003 6.4283 -1.8643 -0.0028 -0.0109 -0.0009
C -0.2313 4.8744 -1.0409 -0.0182 0.0373 0.0333
H -0.9874 5.5561 -0.6744 -0.0097 0.0061 -0.0114
C -0.3717 3.5120 -0.8297 0.0576 -0.0469 0.0151
H -1.2362 3.1359 -0.2960 -0.0802 -0.0078 0.0157
C 1.9023 0.0921 -1.4871 -0.1098 -0.0345 0.2591
C 2.9122 0.0629 -0.5238 -0.0279 -0.1016 -0.1852
H 2.7154 0.4520 0.4678 0.0039 0.0778 0.0653
C 4.1615 -0.4558 -0.8250 0.0255 -0.0044 0.0800
H 4.9359 -0.4671 -0.0693 0.0306 0.0061 -0.0065
C 4.4138 -0.9738 -2.0886 -0.0573 0.0173 -0.0095
H 5.3856 -1.3887 -2.3220 -0.0116 0.0084 0.0075
C 3.4117 -0.9621 -3.0481 0.0571 0.0176 0.0134
H 3.6010 -1.3655 -4.0343 -0.0053 0.0037 0.0057
C 2.1649 -0.4286 -2.7522 -0.0882 0.0521 0.0808
H 1.3930 -0.4160 -3.5086 -0.0320 -0.0194 -0.0523
C -0.7755 0.3783 -2.4207 -0.1484 -0.1257 0.3280
C -1.0067 1.2123 -3.5124 0.0627 0.0306 0.1248
H -0.5467 2.1896 -3.5478 -0.0012 0.0730 -0.0251
C -1.8227 0.7953 -4.5551 0.0226 -0.0387 -0.0224
H -1.9956 1.4543 -5.3959 0.0070 0.0031 0.0087
C -2.4098 -0.4614 -4.5252 0.0415 0.0195 0.0577
H -3.0442 -0.7849 -5.3399 0.0051 0.0025 0.0095
C -2.1842 -1.2999 -3.4412 -0.0212 -0.0348 0.0110
H -2.6438 -2.2790 -3.4076 0.0018 -0.0078 -0.0105
C -1.3820 -0.8787 -2.3926 0.0047 0.0966 -0.0213
H -1.2209 -1.5302 -1.5422 0.0091 -0.0618 0.0446
F -3.6822 -5.9412 3.4590 0.6255 1.0452 -0.1153
C -2.9943 -4.7820 3.3144 -0.0001 0.0746 -0.0938
C -3.1349 -4.0248 2.1555 0.0754 0.0822 -0.0413
C -2.4293 -2.8282 2.0111 -0.0504 -0.5740 0.1823
C -1.5611 -2.3507 3.0108 0.6127 0.3669 -0.1206
C -1.4346 -3.1448 4.1869 -0.8629 -0.3614 -0.8327
C -2.1469 -4.3411 4.3274 0.1340 0.2311 -0.0098
H -3.7921 -4.3632 1.3649 -0.0007 -0.0238 0.0425
H -2.5528 -2.2686 1.0961 -0.1064 -0.0480 -0.0295
H -0.8358 -2.8860 5.0378 0.2724 0.2584 0.1304
H -2.0442 -4.9260 5.2331 -0.0199 0.0031 -0.0505
```
Positions in Å, forces in eV/Å.

Computed properties:
Strongest force on any atom in eV/Å: 7.5
2S+1: 5
Lowest unoccupied orbital energy (alpha / beta) in eV: -3.12 / -6.46
Total charge: +1
HOMO-LUMO gap (alpha / beta) in eV: 7.57 / 4.34
<S²>: 6.03

[5]
A molecular structure, C23H29FN6O3PdS2, computed with wB97M-V/def2-TZVPD.

XYZ file:
```
65
Properties=species:S:1:pos:R:3:forces:R:3
Pd -0.4509 0.4569 0.3974 0.1117 -0.4541 0.4929
C 4.0733 5.5516 -3.5901 -0.0089 0.0102 -0.0274
C 4.5581 4.5413 -2.5643 -0.0334 -0.0959 0.0606
N 3.6473 3.3993 -2.4139 0.0140 -0.0249 -0.0882
C 2.7661 3.3978 -1.3764 0.0477 0.0165 -0.0148
C 1.8320 2.4452 -1.1741 0.1693 0.2307 0.0193
C 0.8788 2.4230 -0.0123 -0.0249 0.0865 -0.1094
O -0.3132 2.7499 -0.2366 0.0427 -0.0467 -0.1009
O 1.2809 1.8746 1.0570 -0.2840 -0.1865 -0.1953
C 1.7173 1.3269 -2.0783 -0.0546 -0.0388 0.0097
O 0.8843 0.4259 -1.9369 0.0209 0.0291 -0.0295
C 2.6836 1.3305 -3.1835 0.0145 0.0381 0.0217
C 2.6770 0.2814 -4.1038 -0.0736 -0.0191 0.0500
C 3.5526 0.2700 -5.1477 0.0502 -0.0117 -0.1002
F 3.4770 -0.7391 -6.0418 0.0164 0.0116 0.0060
C 4.5073 1.2852 -5.3288 0.0487 -0.0515 -0.0755
C 4.5216 2.3186 -4.4095 -0.0054 0.0064 0.0493
C 3.6166 2.3660 -3.3372 0.0279 0.1323 0.0664
N 5.4568 1.2945 -6.3842 -0.0495 0.0013 0.0136
C 5.7372 0.0879 -7.1616 0.0022 0.0411 0.0443
C 6.9522 0.3619 -8.0581 0.1239 0.0558 0.0228
N 7.7814 1.4445 -7.4253 -0.0593 0.0101 0.0215
C 7.0455 2.7666 -7.4553 0.1310 -0.0663 -0.0217
C 5.5614 2.4847 -7.2167 -0.0448 -0.0033 0.0234
H 4.7982 6.3585 -3.6948 -0.0005 0.0023 0.0045
H 3.1237 5.9886 -3.2820 0.0002 -0.0109 0.0024
H 3.9265 5.0904 -4.5677 0.0013 0.0100 0.0006
H 4.6415 5.0029 -1.5821 0.0053 0.0255 -0.0132
H 5.5513 4.1615 -2.8026 0.0214 0.0141 -0.0058
H 2.8675 4.2359 -0.6982 -0.0146 -0.0129 0.0027
H 1.9543 -0.5162 -3.9895 0.0032 0.0089 0.0042
H 5.2680 3.0912 -4.5208 0.0101 -0.0014 0.0064
H 4.9120 -0.2202 -7.8068 -0.0269 -0.0025 -0.0074
H 5.9551 -0.7330 -6.4812 -0.0306 -0.0079 0.0293
H 6.6793 0.7347 -9.0431 -0.0320 -0.0273 -0.0082
H 7.5731 -0.5221 -8.1795 -0.0129 -0.0102 -0.0115
H 8.6879 1.5298 -7.8854 -0.0176 -0.0026 -0.0079
H 7.9540 1.1931 -6.4502 -0.0316 -0.0020 -0.0136
H 7.2386 3.2243 -8.4234 -0.0216 0.0124 -0.0035
H 7.4831 3.3821 -6.6722 -0.0147 0.0222 -0.0036
H 5.0349 2.3451 -8.1680 -0.0032 0.0120 -0.0128
H 5.1108 3.3437 -6.7276 -0.0153 -0.0222 0.0071
C 3.0212 0.1932 3.9861 0.0005 -0.0606 -0.0516
N 2.4761 -0.5194 2.8406 -0.0636 0.0587 -0.0987
C 1.1925 -0.7845 2.6735 0.0863 -0.0012 0.0089
N 0.3391 -0.4967 3.6494 -0.1442 -0.0811 -0.0353
S 0.6504 -1.5317 1.2022 -0.1329 0.1949 0.0658
H 4.0945 0.2836 3.8548 0.0025 0.0133 0.0060
H 2.8423 -0.3635 4.9066 -0.0146 0.0052 0.0103
H 2.5893 1.1933 4.0566 0.0094 0.0062 0.0139
H 3.0504 -0.6541 2.0245 -0.0019 -0.0037 0.0264
H 0.6205 -0.0349 4.4978 0.0070 0.0039 0.0204
H -0.6243 -0.7702 3.5447 0.0661 0.0419 0.0020
S -2.7868 0.3425 0.4622 0.2651 0.1395 -0.1794
C -2.8008 1.1917 -1.0604 -0.0810 0.0445 0.0526
N -3.1756 2.4891 -1.0628 0.0003 0.0719 0.1968
C -3.1567 3.2877 -2.1427 -0.0131 -0.0502 -0.0446
C -2.7765 2.7761 -3.3535 -0.0228 0.0610 0.0335
C -2.4103 1.4317 -3.4160 0.0130 -0.0596 -0.0093
C -2.4225 0.6442 -2.2839 -0.0119 -0.0603 -0.0788
H -3.4165 2.8853 -0.1604 0.0234 -0.0060 -0.0317
H -3.4572 4.3126 -1.9857 0.0024 0.0025 -0.0043
H -2.7705 3.4101 -4.2266 0.0003 -0.0064 -0.0030
H -2.1095 0.9995 -4.3613 0.0014 -0.0017 0.0071
H -2.1279 -0.3942 -2.3132 0.0055 0.0090 -0.0152
```
Positions in Å, forces in eV/Å.

Computed properties:
Strongest force on any atom in eV/Å: 0.7
2S+1: 3
Lowest unoccupied orbital energy (alpha / beta) in eV: -4.69 / -6.22
ΔE to the lowest compared entry with this formula, charge and spin in kcal/mol: 0.0
Total charge: +2
HOMO-LUMO gap (alpha / beta) in eV: 7.52 / 6.39
<S²>: 2.01

[6]
A single C7H10 molecule, computed with wB97M-V/def2-TZVPD.

XYZ file:
```
17
Properties=species:S:1:pos:R:3:forces:R:3
C -1.3897 0.6016 0.3896 -0.0584 0.0942 0.1053
C -1.5337 -0.7217 -0.3946 -0.1139 -0.1823 0.0346
C -0.1007 -0.5575 -0.9421 -0.0033 0.0058 -0.2151
C -0.1403 0.9203 -0.4850 0.0073 0.1668 -0.1174
C 1.2678 0.7795 0.1185 0.1212 0.2503 -0.0022
C 1.3421 -0.2354 1.2103 -0.0552 -0.0517 0.1815
C 1.2489 -0.7200 -0.2029 0.1077 -0.2405 -0.1219
H -2.2351 1.2918 0.3211 0.1516 -0.0586 -0.0462
H -1.1562 0.4606 1.4480 -0.0272 0.0822 -0.1788
H -1.8952 -1.6296 0.0919 0.1735 0.0325 0.1164
H -2.1737 -0.5165 -1.2610 -0.0606 -0.2164 0.1560
H 0.0278 -0.8471 -1.9876 0.0071 0.2788 0.0394
H -0.2787 1.7126 -1.2225 0.1098 -0.0750 0.1163
H 2.0598 1.5070 -0.0369 -0.0730 -0.1906 0.0425
H 2.3456 -0.3371 1.6203 -0.2017 -0.0405 -0.0253
H 0.5594 -0.3832 1.9486 0.0444 0.0294 -0.1632
H 2.0517 -1.3253 -0.6158 -0.1294 0.1157 0.0780
```
Positions in Å, forces in eV/Å.

Computed properties:
Strongest force on any atom in eV/Å: 0.3
2S+1: 1
Lowest unoccupied orbital energy in eV: 1.23
ΔE to the lowest compared entry with this formula, charge and spin in kcal/mol: 65.0
Total charge: 0
Structure (SMILES): C1C[C@H]2[C@@H]1[C@H]1C[C@@H]21
HOMO-LUMO gap in eV: 10.23

[7]
A molecular structure, C5H10N3 in a non-equilibrium geometry, computed with wB97M-V/def2-TZVPD.

XYZ file:
```
18
Properties=species:S:1:pos:R:3:forces:R:3
C 0.9921 -1.8857 -0.3812 -4.1087 1.9485 0.7176
C 1.0263 0.4463 0.0372 -1.6597 0.4162 -1.3593
C 1.8114 1.6761 -0.0084 2.2002 1.4866 2.0341
C -2.6532 -0.3626 -0.0955 -0.4658 1.6448 0.1449
C -1.3216 -0.3610 0.6323 1.8065 -5.3236 -2.9221
N -0.2479 -1.8814 -0.0458 -0.3375 -0.4452 0.8387
N 1.6316 -0.6120 -0.4658 -1.2837 -0.6963 1.7047
N -0.2836 0.5471 0.4049 1.5636 0.7730 -0.2647
H 1.8558 2.1134 1.0832 0.2840 -0.8770 -2.0350
H 1.5226 2.5146 -0.6214 -1.0247 -0.0102 -0.3333
H 2.8357 1.4562 -0.4245 -0.8796 0.2075 0.9456
H -2.8880 -1.1402 -0.8260 0.8076 -0.2230 0.1426
H -3.3631 -0.5345 0.7580 0.1055 0.6416 -1.2040
H -2.8189 0.6120 -0.6648 -0.0314 -1.0473 0.9768
H -1.5837 -0.7366 1.6022 1.3118 0.1983 0.8679
H 2.5949 -0.5558 -0.6557 1.2357 0.2203 -0.2801
H 1.5175 -2.7709 -0.6768 0.3478 -0.2950 -0.2420
H -0.6279 1.4749 0.3481 0.1284 1.3807 0.2677
```
Positions in Å, forces in eV/Å.

Computed properties:
Strongest force on any atom in eV/Å: 6.3
2S+1: 1
Lowest unoccupied orbital energy (alpha / beta) in eV: -4.35 / -4.35
ΔE to the lowest compared entry with this formula, charge and spin in kcal/mol: 88.3
Total charge: +1
HOMO-LUMO gap (alpha / beta) in eV: 8.95 / 8.95

[8]
16 unconnected molecules or ions with the total composition H33O16 in a non-equilibrium geometry, computed with wB97M-V/def2-TZVPD.

XYZ file:
```
49
Properties=species:S:1:pos:R:3:forces:R:3
O -0.1344 1.8865 -1.0355 -1.0127 0.4424 0.6441
H 0.1398 1.5336 -1.8676 0.5906 -0.7142 -0.8430
H 3.1528 -2.4526 -4.7225 0.1266 0.1271 -0.3073
O -2.9872 1.2823 0.4472 0.1087 0.0809 0.5981
H -2.7377 -1.2557 2.2741 0.0566 -1.0551 -0.3745
H 3.0565 3.0789 -2.9388 0.1648 0.2265 0.3824
O 2.8525 1.0134 3.7468 0.4286 0.1616 -0.9512
H 2.6881 0.9169 2.7950 -0.5147 -0.0755 0.0891
H 0.6002 -3.8091 -1.6040 -0.3114 -0.1418 -0.2606
O -2.1213 -0.7510 1.7033 -1.2011 0.4036 2.7183
H -2.6294 0.1179 1.6765 0.3428 0.2975 -1.5101
H 1.0852 1.6452 0.5960 0.1879 -0.8726 -0.4713
O -2.5574 4.4845 -0.4816 -0.4020 -0.0488 -0.7921
H -2.1480 1.6616 0.1492 -0.0467 0.1605 -0.3079
H -2.5980 4.7003 -1.4268 0.7542 0.0754 -0.0674
O -1.2828 4.3898 -3.1267 -0.0090 -0.1411 -0.1026
H -0.6391 4.0062 -2.5310 0.1116 0.1490 0.1668
H 1.5425 -3.8939 -0.4935 -0.1198 -0.0124 0.4557
O -1.3276 -3.2905 3.3107 -0.0935 0.7836 -0.1910
H -0.1784 -0.4534 0.0402 -0.5945 1.3356 0.5089
H -2.0110 -3.5467 3.9322 0.0746 -0.5352 0.0088
O 0.1544 -0.3089 0.9672 0.6000 -1.1710 -2.1105
H 3.9714 -2.8404 -3.4850 0.0461 -0.0254 -0.1278
H -1.3812 -0.5645 2.3629 1.0189 -0.4564 -0.7364
O 0.5878 -3.9344 -0.6501 0.4553 0.2805 -0.2490
H -0.0813 2.8300 -1.1701 0.0214 0.4436 0.3022
O 2.7486 2.2869 -2.4985 -0.4305 -0.8678 -2.4138
H -1.4391 -0.2852 -1.9676 -0.1236 0.5300 0.0939
H 2.7163 2.3730 -1.5763 0.0987 0.5523 2.1755
O -0.6803 -0.6643 -1.5165 -0.4909 -0.7371 -0.8586
H -0.8024 -1.5961 -1.7424 0.4493 -0.1757 0.2282
H -3.4395 -3.8689 0.0011 0.0829 -0.2030 -0.0363
O 0.3535 -0.8148 3.4015 -0.0333 0.2655 0.8576
H 3.0692 -0.2815 -0.0795 -0.0246 0.2561 -0.0502
H -4.0170 -4.1768 1.3690 -0.1013 -1.6180 1.3481
O 2.0413 1.8126 0.5559 -0.1522 0.6915 0.6433
H 2.0365 2.6692 1.0029 0.6894 0.1096 0.0279
H 0.7061 -0.4434 4.2222 -0.2703 -0.0573 0.1130
O -3.9676 -3.5191 0.7197 0.0567 1.9100 -1.2419
H 1.1491 -0.8449 2.8669 -0.0795 -0.0201 -0.3063
H -1.0296 4.0115 -3.9738 -0.1671 0.1397 -0.2553
O 3.0863 -2.8607 -3.8614 -0.1937 -0.0809 0.5265
H -3.5055 4.4104 -0.3529 -0.2565 -0.1222 0.8143
H 3.7199 1.4359 3.6686 0.0062 -0.0445 0.7048
O 3.0458 -1.1383 -0.5145 -0.1363 -0.2905 0.0847
H 0.7002 -1.1035 0.8153 0.6082 0.1219 1.1159
H -3.5395 1.1450 -0.3229 -0.0726 0.0628 -0.1689
H -1.0634 -4.0404 2.7726 -0.2084 -0.2257 0.1637
H 3.0944 -0.9525 -1.4573 -0.0340 0.0848 -0.0378
```
Positions in Å, forces in eV/Å.

Computed properties:
Strongest force on any atom in eV/Å: 3.0
2S+1: 1
Lowest unoccupied orbital energy in eV: -2.81
ΔE to the lowest compared entry with this formula, charge and spin in kcal/mol: 82.6
Total charge: +1
HOMO-LUMO gap in eV: 10.88